(1)
{
  "formula": "C3H6BrF2N",
  "method": "ωB97M-V/def2-TZVPD",
  "e_above_lowest_kcal_mol": 74.29,
  "largest_force_ev_per_a": 5.545,
  "e_lumo_ha": [0.029, 0.029],
  "homo_lumo_gap_ha": [0.302, 0.296],
  "homo_energy_ev": [-7.42, -7.28],
  "total_energy_ha": -2946.29254,
  "elements": ["C", "C", "C", "N", "F", "F", "Br", "H", "H", "H", "H", "H", "H"],
  "positions_angstrom": [[0.790394, -1.691782, 0.227950], [-1.123758, 0.854394, -0.565587], [0.984037, -0.270653, -0.094342], [-1.083617, 1.919519, 0.280924], [1.461307, 0.471719, 0.925923], [1.697865, 0.235944, -1.161186], [-2.460594, -0.490894, -0.226102], [0.734481, -1.836068, 1.219094], [-0.052996, -2.025547, -0.341237], [1.695762, -2.466808, 0.020135], [-0.888649, 0.998679, -1.674988], [-0.231649, 2.432185, 0.198807], [-1.522584, 1.869315, 1.190614]],
  "forces_ev_per_a": [[3.3, -1.7, -4.1], [2.7, -2.4, -0.6], [-2.0, 3.1, -0.9], [-0.9, 0.3, -0.3], [-0.1, -0.1, 0.7], [-0.2, -1.5, 0.0], [0.3, 0.8, -0.2], [-1.0, 0.0, 3.6], [-0.5, -0.6, 0.0], [-1.6, 2.0, -0.2], [-0.5, -0.1, 1.8], [0.3, 0.4, 0.3], [0.4, -0.2, -0.2]]
}

(2)
{
  "formula": "C3H6BrF2OP",
  "method": "ωB97M-V/def2-TZVPD",
  "largest_force_ev_per_a": 3.654,
  "e_lumo_ha": [0.029, -0.110],
  "homo_lumo_gap_ha": [0.315, 0.261],
  "spin_multiplicity": 3,
  "homo_energy_ev": [-7.78, -10.11],
  "total_energy_ha": -3308.11451,
  "elements": ["C", "C", "C", "O", "F", "F", "P", "Br", "H", "H", "H", "H", "H", "H"],
  "positions_angstrom": [[1.478363, -0.809759, 0.320149], [0.381764, -0.648794, 1.345592], [-0.578136, 1.992689, -1.231613], [-0.583413, 0.315187, 0.811764], [-1.034223, 2.332283, -2.427556], [0.687741, 2.291708, -1.212446], [-1.258280, 0.309136, -0.613494], [-2.063752, -2.320568, -0.595069], [2.473910, -0.946382, 0.837091], [1.127098, -1.643483, -0.337191], [1.446550, 0.198563, -0.217699], [0.727631, -0.298580, 2.239949], [-0.273619, -1.536391, 1.560007], [-2.531634, 0.764391, -0.479484]],
  "forces_ev_per_a": [[-0.1, 0.4, -0.1], [-2.4, -1.6, -2.2], [-1.1, -0.5, -0.1], [-0.1, 0.7, 1.2], [-0.8, 0.0, -0.5], [1.3, -0.2, 0.7], [1.5, -0.6, -0.8], [0.2, 0.5, -0.1], [-1.1, -0.1, -1.0], [1.0, 0.7, 0.2], [0.7, -1.6, 0.4], [0.7, 1.4, 2.3], [1.1, 0.4, -0.3], [-1.0, 0.4, 0.5]]
}

(3)
{
  "formula": "C3H6BrHfO3",
  "method": "ωB97M-V/def2-TZVPD",
  "largest_force_ev_per_a": 6.641,
  "charge": 2,
  "e_lumo_ha": [-0.432, -0.438],
  "homo_lumo_gap_ha": [0.232, 0.226],
  "spin_multiplicity": 2,
  "homo_energy_ev": [-18.07, -18.08],
  "total_energy_ha": -2964.83066,
  "elements": ["Hf", "Br", "C", "O", "C", "O", "O", "C", "H", "H", "H", "H", "H", "H"],
  "positions_angstrom": [[0.521177, -2.527550, -3.264306], [-0.532368, 0.100585, -3.795464], [1.563868, 0.384895, 1.859200], [1.619471, -0.276464, 0.599593], [0.461229, -0.533403, -0.074530], [0.545678, -1.217140, -1.125059], [-0.592303, 0.081147, 0.461215], [-1.792324, 0.460333, -0.224158], [0.808101, -0.042704, 2.518044], [1.223960, 1.417018, 1.773961], [2.508623, 0.452627, 2.398612], [-2.315556, 1.249850, 0.315257], [-2.540839, -0.332024, -0.225356], [-1.478717, 0.782831, -1.217010]],
  "forces_ev_per_a": [[-1.6, 6.0, 2.3], [1.4, -3.8, -0.1], [-1.1, 1.5, 1.7], [-2.0, -1.6, -1.9], [1.4, 2.2, 2.3], [-0.5, -1.7, -1.7], [2.0, -1.2, -0.2], [-0.8, -0.2, -0.9], [0.2, -0.5, -0.1], [0.1, 0.1, -0.6], [0.2, -0.7, -0.8], [0.8, 0.2, 0.2], [0.4, -0.4, -0.3], [-0.5, 0.0, 0.1]]
}

(4)
{
  "formula": "C3H6BrN2OP",
  "method": "ωB97M-V/def2-TZVPD",
  "e_above_lowest_kcal_mol": 14.82,
  "largest_force_ev_per_a": 1.478,
  "e_lumo_ha": -0.025,
  "homo_lumo_gap_ha": 0.310,
  "homo_energy_ev": -9.10,
  "total_energy_ha": -3217.99790,
  "elements": ["C", "C", "C", "N", "N", "O", "P", "Br", "H", "H", "H", "H", "H", "H"],
  "positions_angstrom": [[-0.031745, -0.781666, 0.885437], [-0.108058, 1.705194, 1.019738], [0.746795, 0.487476, 0.684127], [-0.080831, -1.649811, -0.005986], [-0.002255, -2.270042, -0.990468], [-1.768504, -0.607926, -2.069736], [-1.077876, -1.816837, -2.500062], [1.086048, -1.141793, -3.116181], [-0.536316, -0.963552, 1.822968], [0.438393, 2.605676, 0.753510], [-0.337704, 1.741123, 2.082847], [-1.037940, 1.689125, 0.457316], [1.628102, 0.472264, 1.329571], [1.081892, 0.530770, -0.353080]],
  "forces_ev_per_a": [[0.1, 0.8, 0.8], [0.0, -0.1, -0.1], [0.2, 0.0, -0.1], [-0.2, -0.3, -0.8], [0.7, -0.8, 1.0], [-0.8, 1.0, 0.5], [-0.1, -0.6, -1.0], [0.3, 0.1, -0.4], [-0.3, -0.1, 0.0], [0.0, 0.1, 0.0], [-0.1, 0.0, 0.1], [-0.1, 0.0, -0.1], [0.0, -0.1, 0.0], [0.0, 0.0, 0.0]]
}

(5)
{
  "formula": "C3H6BrN2S",
  "method": "ωB97M-V/def2-TZVPD",
  "e_above_lowest_kcal_mol": 49.09,
  "largest_force_ev_per_a": 4.130,
  "charge": 1,
  "e_lumo_ha": -0.197,
  "homo_lumo_gap_ha": 0.324,
  "homo_energy_ev": -14.19,
  "total_energy_ha": -3199.29869,
  "elements": ["C", "C", "C", "N", "N", "S", "Br", "H", "H", "H", "H", "H", "H"],
  "positions_angstrom": [[-0.220302, 1.170957, 1.129397], [-0.564376, 1.703709, -0.165016], [-0.642598, -0.744799, 0.119328], [-0.311352, -0.107936, 1.286685], [1.232367, -1.450004, -0.486167], [-1.029706, 0.337515, -1.271641], [-1.647783, -2.385000, 0.176827], [0.100377, 1.595111, 2.057042], [-1.280777, 2.443038, -0.200353], [0.139679, 2.448889, -0.741257], [1.878219, -0.856507, -0.976848], [0.790453, -2.066991, -1.160138], [1.555800, -2.087982, 0.232140]],
  "forces_ev_per_a": [[0.1, -2.0, 0.8], [2.4, 1.4, -3.1], [-0.2, 0.0, -1.6], [-0.1, -0.3, -0.4], [-2.3, -1.2, 0.2], [0.2, -0.4, 1.8], [0.9, 0.9, 0.1], [0.1, 1.4, 0.0], [-2.6, 1.3, 0.7], [0.0, -1.8, 1.4], [0.6, 0.3, 0.3], [0.2, 0.0, -0.4], [0.8, 0.5, 0.2]]
}

(6)
{
  "formula": "C3H6BrNO4",
  "method": "ωB97M-V/def2-TZVPD",
  "e_above_lowest_kcal_mol": 15.65,
  "smiles": "O=[N+]([O-])C(Br)(CO)CO",
  "largest_force_ev_per_a": 4.088,
  "e_lumo_ha": -0.034,
  "homo_lumo_gap_ha": 0.371,
  "homo_energy_ev": -11.00,
  "total_energy_ha": -3047.49278,
  "elements": ["O", "N", "O", "C", "Br", "C", "O", "C", "O", "H", "H", "H", "H", "H", "H"],
  "positions_angstrom": [[-1.067152, -2.216387, -0.584280], [-1.062330, -1.410679, 0.257215], [-1.572496, -1.521548, 1.342422], [-0.436201, -0.077788, -0.089204], [-2.080036, 1.031819, -0.757249], [0.000375, 0.722060, 1.220448], [0.345670, 2.030348, 0.856465], [0.630129, -0.115326, -1.087390], [1.684285, -1.057675, -0.471875], [-0.725854, 0.746692, 1.995005], [0.935417, 0.197153, 1.408090], [-0.471887, 2.224161, 0.259188], [0.217325, -0.495468, -2.094423], [1.163728, 0.906749, -1.197994], [2.439025, -0.964109, -1.056416]],
  "forces_ev_per_a": [[0.2, -2.5, -2.7], [0.0, 2.1, 1.3], [0.0, 0.2, 0.9], [-2.0, 2.5, 2.5], [1.1, -1.0, 0.0], [1.2, -1.0, -2.0], [-2.2, 0.3, -1.8], [2.6, -0.8, -1.6], [-2.1, 1.5, -1.2], [-0.6, -0.6, 0.6], [0.0, 0.0, 1.0], [2.0, 0.7, 1.4], [0.9, 0.4, 1.5], [-1.4, -1.6, 0.2], [0.2, -0.1, -0.1]]
}

(7)
{
  "formula": "C3H6BrO2P",
  "method": "ωB97M-V/def2-TZVPD",
  "e_above_lowest_kcal_mol": 28.41,
  "smiles": "C=PBr.COC=O",
  "largest_force_ev_per_a": 5.785,
  "e_lumo_ha": 0.016,
  "homo_lumo_gap_ha": 0.367,
  "homo_energy_ev": -9.56,
  "total_energy_ha": -3183.70809,
  "elements": ["C", "P", "Br", "H", "H", "C", "O", "C", "O", "H", "H", "H", "H"],
  "positions_angstrom": [[-2.470977, 0.374465, 0.028671], [-1.805116, 1.532368, 0.865457], [-3.089442, 1.708437, 2.761724], [-2.058107, 0.147112, -0.962478], [-3.434758, -0.174972, 0.361926], [2.215825, 0.339141, -0.798777], [1.743514, -1.054315, -0.874389], [0.845972, -1.422875, -0.001731], [0.293260, -0.779923, 0.801943], [1.731315, 0.939388, -1.460530], [3.299099, 0.227436, -1.040028], [2.138613, 0.655257, 0.346770], [0.590802, -2.491518, -0.028559]],
  "forces_ev_per_a": [[-3.3, -2.7, -1.0], [1.0, 2.2, 2.0], [0.3, -0.1, -0.6], [-0.1, -0.1, 0.5], [1.9, 0.8, -0.8], [2.5, -2.5, 4.6], [0.8, 1.0, -1.0], [-0.1, -2.6, -0.7], [-1.1, 2.5, 2.2], [-1.6, 1.7, -1.7], [-0.9, 0.4, 0.0], [0.0, -0.3, -2.7], [0.5, -0.2, -0.7]]
}

(8)
{
  "formula": "C3H6BrP",
  "method": "ωB97M-V/def2-TZVPD",
  "e_above_lowest_kcal_mol": 47.89,
  "largest_force_ev_per_a": 3.246,
  "e_lumo_ha": [-0.025, -0.018],
  "homo_lumo_gap_ha": [0.267, 0.272],
  "homo_energy_ev": [-7.96, -7.89],
  "total_energy_ha": -3033.16025,
  "elements": ["C", "C", "C", "P", "Br", "H", "H", "H", "H", "H", "H"],
  "positions_angstrom": [[1.002594, -1.418982, -0.060078], [0.601242, -0.292758, -0.658554], [0.604273, 0.885895, 0.058773], [-2.076676, 1.278339, -0.091688], [-2.635253, -0.770146, 0.439135], [1.110845, -2.198509, -0.732252], [1.423024, -1.632153, 0.944517], [0.168495, -0.460387, -1.684626], [0.980685, 0.881858, 1.143529], [0.636969, 1.777001, -0.611057], [-1.816199, 1.949837, 1.252304]],
  "forces_ev_per_a": [[0.8, -0.4, 0.7], [-0.4, -1.9, -0.1], [-1.6, 2.8, 0.1], [2.0, 1.0, 1.4], [0.0, -0.2, 0.3], [0.0, -2.0, -0.9], [-0.5, 0.9, -0.6], [0.7, 0.9, 1.0], [-0.7, 0.3, -1.9], [0.3, -0.3, 1.3], [-0.6, -1.1, -1.3]]
}

Please write out number 3 again, unchanged.
{
  "formula": "C3H6BrHfO3",
  "method": "ωB97M-V/def2-TZVPD",
  "largest_force_ev_per_a": 6.641,
  "charge": 2,
  "e_lumo_ha": [-0.432, -0.438],
  "homo_lumo_gap_ha": [0.232, 0.226],
  "spin_multiplicity": 2,
  "homo_energy_ev": [-18.07, -18.08],
  "total_energy_ha": -2964.83066,
  "elements": ["Hf", "Br", "C", "O", "C", "O", "O", "C", "H", "H", "H", "H", "H", "H"],
  "positions_angstrom": [[0.521177, -2.527550, -3.264306], [-0.532368, 0.100585, -3.795464], [1.563868, 0.384895, 1.859200], [1.619471, -0.276464, 0.599593], [0.461229, -0.533403, -0.074530], [0.545678, -1.217140, -1.125059], [-0.592303, 0.081147, 0.461215], [-1.792324, 0.460333, -0.224158], [0.808101, -0.042704, 2.518044], [1.223960, 1.417018, 1.773961], [2.508623, 0.452627, 2.398612], [-2.315556, 1.249850, 0.315257], [-2.540839, -0.332024, -0.225356], [-1.478717, 0.782831, -1.217010]],
  "forces_ev_per_a": [[-1.6, 6.0, 2.3], [1.4, -3.8, -0.1], [-1.1, 1.5, 1.7], [-2.0, -1.6, -1.9], [1.4, 2.2, 2.3], [-0.5, -1.7, -1.7], [2.0, -1.2, -0.2], [-0.8, -0.2, -0.9], [0.2, -0.5, -0.1], [0.1, 0.1, -0.6], [0.2, -0.7, -0.8], [0.8, 0.2, 0.2], [0.4, -0.4, -0.3], [-0.5, 0.0, 0.1]]
}